{"formula": "C26H31N2O8W", "method": "the ωB97M-V functional and the def2-TZVPD basis", "elements": ["O", "C", "C", "H", "H", "C", "H", "H", "C", "H", "H", "H", "C", "H", "H", "H", "W", "C", "C", "C", "H", "C", "C", "H", "H", "H", "H", "C", "C", "C", "H", "C", "C", "H", "H", "H", "H", "O", "C", "C", "H", "H", "C", "H", "H", "C", "H", "H", "H", "H", "O", "C", "O", "C", "C", "C", "C", "C", "C", "N", "O", "O", "N", "O", "O", "H", "H", "H"], "positions_angstrom": [[3.1663, 3.9013, -2.9176], [4.6054, 3.6403, -3.1704], [4.6383, 4.4279, -4.4906], [4.8459, 2.5705, -3.2740], [5.2399, 4.1130, -2.3966], [3.2259, 4.8611, -4.0345], [4.6187, 3.8035, -5.3971], [5.3652, 5.2444, -4.5585], [2.1879, 4.6613, -5.0988], [2.2066, 3.6633, -5.5336], [2.3777, 5.3615, -5.9183], [1.1975, 4.8706, -4.6950], [3.2099, 6.2927, -3.5258], [4.0876, 6.4811, -2.8985], [2.2809, 6.4655, -2.9705], [3.2567, 6.9771, -4.3817], [0.2293, 1.8560, -0.0769], [0.0539, 1.7342, 2.1730], [0.5602, 0.4798, 1.6602], [1.7665, 0.7531, 0.9165], [0.1829, -0.5219, 1.8841], [2.0882, 2.1519, 1.1025], [1.0076, 2.7534, 1.8391], [0.9801, 3.7674, 2.2349], [-0.7802, 1.8925, 2.8618], [2.3936, 0.0076, 0.4361], [3.0342, 2.6432, 0.8558], [-1.5781, 0.5445, 0.0627], [-2.0395, 1.8817, -0.2686], [-1.8266, 2.0473, -1.6850], [-2.6073, 2.5409, 0.3886], [-1.1650, 0.8969, -2.1877], [-0.8976, 0.0140, -1.0895], [-0.4329, -0.9726, -1.1284], [-1.8956, -0.0386, 0.9276], [-2.1942, 2.8988, -2.2589], [-1.0231, 0.6408, -3.2318], [2.5794, 1.5008, -4.9178], [1.6840, 1.5610, -3.7590], [2.4013, 0.9472, -2.5539], [0.7919, 0.9267, -3.9803], [1.3360, 2.5929, -3.6511], [3.4737, 0.0391, -3.2144], [1.6631, 0.3776, -1.9596], [2.8210, 1.7176, -1.8951], [3.2387, 0.2210, -4.7284], [3.3215, -0.9980, -2.8940], [4.4828, 0.3379, -2.9149], [2.4870, -0.5599, -4.9664], [4.1366, 0.1199, -5.3565], [1.9950, -2.7274, 0.7039], [1.1223, -3.4433, 0.1764], [0.9321, -3.8429, -0.9891], [-0.0156, -3.9806, 1.0837], [-1.3480, -3.7196, 0.7434], [-2.4001, -4.2540, 1.5159], [-2.1609, -5.1371, 2.5761], [-0.8232, -5.3885, 2.9080], [0.2571, -4.8095, 2.1748], [-0.5440, -6.3124, 3.9734], [-1.4998, -6.9386, 4.4813], [0.6355, -6.4357, 4.3594], [-3.7425, -3.8563, 1.1840], [-3.9145, -2.9131, 0.3809], [-4.6799, -4.4664, 1.7348], [-1.6133, -3.1211, -0.1271], [-2.9807, -5.6251, 3.1007], [1.2882, -5.0356, 2.4583]], "forces_ev_per_angstrom": [[1.46, 0.24, -0.80], [0.46, -0.19, 0.21], [-0.63, -0.28, 0.61], [-0.27, 0.34, 0.27], [-0.39, -0.37, -0.16], [0.22, 0.84, -0.86], [0.12, 0.26, 0.42], [-0.12, -0.34, -0.03], [-0.45, -0.11, -0.13], [0.03, -0.03, 0.17], [-0.04, 0.02, 0.17], [-0.24, 0.04, -0.09], [-0.01, -0.19, 0.02], [-0.27, 0.04, 0.09], [0.21, 0.16, 0.00], [-0.06, -0.09, 0.22], [-2.42, 0.20, -4.05], [1.11, 0.01, 0.27], [0.98, 0.06, 0.51], [1.08, -0.31, 2.01], [0.01, 0.33, -0.51], [-0.26, -0.52, 1.00], [0.64, -0.19, 0.74], [-0.06, -0.17, -0.45], [0.06, -0.17, -0.65], [-0.17, -0.14, 0.05], [-0.58, -0.10, -0.45], [-0.36, 0.26, -0.06], [-0.67, -0.62, -0.57], [0.26, 0.55, 1.44], [0.08, -0.26, -0.32], [0.38, -0.61, 1.24], [-0.95, 0.02, -0.40], [-0.06, 0.18, -0.10], [0.35, 0.29, -0.22], [0.38, -0.20, 0.14], [0.44, 0.33, 0.21], [-0.09, -0.69, 1.93], [-0.32, -0.18, -1.40], [-0.27, 0.42, -0.20], [0.60, 0.25, -0.17], [0.27, -0.19, 0.05], [0.29, 0.07, 0.45], [0.27, -0.25, -0.14], [0.24, 0.04, -0.24], [-1.08, -0.44, 0.28], [0.18, 0.16, -0.24], [-0.20, -0.01, 0.00], [0.51, 0.23, -0.48], [-0.47, 0.27, 0.24], [-0.02, 0.63, -0.07], [-1.17, -0.80, -0.28], [0.57, 0.86, 0.03], [-0.12, -0.12, 0.35], [-0.40, -0.24, 0.63], [1.80, -0.01, -0.04], [0.24, 0.12, -0.16], [0.13, 1.10, -1.87], [-0.88, -0.33, 0.72], [0.49, -1.88, 2.45], [1.69, 1.25, -1.08], [-2.05, 0.34, -0.88], [-2.71, 0.11, -0.09], [0.41, -1.36, 1.24], [1.76, 1.19, -1.08], [0.21, -0.19, 0.19], [0.30, 0.24, -0.06], [-0.43, 0.10, -0.06]], "gap_ev": [3.23, 3.11], "spin_multiplicity": 3, "total_charge": 1, "fmax_ev_per_a": 4.7, "relative_energy_kcal_mol": 135.7}

{"formula": "CH3FO3", "method": "the ωB97M-V functional and the def2-TZVPD basis", "elements": ["O", "C", "O", "O", "H", "H", "F", "H"], "positions_angstrom": [[0.6156, -0.5936, -0.3803], [0.0405, 0.4751, -0.5132], [0.6576, 1.5937, -0.6469], [-1.1885, 0.7207, -0.4890], [1.6564, 1.4491, -0.7546], [-1.7387, 0.0518, -0.2290], [-0.2367, -1.9757, 1.9180], [0.1938, -1.7211, 1.0949]], "forces_ev_per_angstrom": [[-0.48, -0.30, 0.04], [3.12, -2.34, 0.73], [3.61, 2.21, -0.93], [-2.15, 3.37, -0.93], [-2.17, 0.03, 0.34], [-1.93, -3.14, 0.98], [0.60, 0.34, -1.21], [-0.59, -0.16, 0.98]], "gap_ev": 11.94, "spin_multiplicity": 1, "smiles": "O=C(O)O.F", "fmax_ev_per_a": 4.3, "relative_energy_kcal_mol": 6.1}